# 1
A gas-phase ion, C5H11N3 (charge +2) in a non-equilibrium geometry, computed with ωB97M-V with the def2-TZVPD basis set.

XYZ file:
```
19
Properties=species:S:1:pos:R:3:lowdin_charge:R:1
N -0.79273 0.04352 -0.67312 0.24
C -0.28405 2.07416 0.82790 0.02
H 0.48209 2.71380 1.09455 0.11
C 1.17589 -1.12959 -0.50226 0.10
H -1.94471 0.84412 1.92410 0.17
H -0.27754 0.76357 2.62709 0.13
N -0.61254 -1.80770 -2.10426 0.29
C -0.24365 -1.03257 -1.12396 -0.24
H -0.07221 -2.60734 -2.35213 0.16
H 1.88877 0.52380 0.39676 0.18
H 1.92059 -0.84526 -1.16220 0.13
H 1.50227 -2.15587 -0.06245 0.21
H -1.45622 -1.74686 -2.61416 0.15
N 1.13519 -0.06380 0.56717 0.21
H -0.92809 2.77658 0.28546 0.15
H 1.20973 -0.34266 1.46554 0.16
C -0.83304 0.97608 1.72557 0.01
H -1.76336 0.37932 -0.81024 0.22
C -0.10639 0.63670 0.49065 -0.39
```

HOMO-LUMO gap	11.519	eV
E_tot	-9814.999	eV
SMILES string	[NH2+]=C1C[NH2+]C2(CC2)N1
relative energy (zero: lowest compared OMol25 entry of this formula, charge and spin)	67.9	kcal/mol
total charge	+2
HOMO	-19.4	eV

# 2
A molecular structure, C39H44BiN3OS3Sb2 in a non-equilibrium geometry, computed with ωB97M-V with the def2-TZVPD basis set.

XYZ file:
```
93
Properties=species:S:1:pos:R:3:lowdin_charge:R:1
C -1.34145 -2.32552 -1.87822 -0.35
H -1.20535 0.72858 3.24038 0.04
C 5.45315 3.54498 -1.03702 0.02
H 5.89315 4.50578 -0.83132 0.13
C 0.97025 1.80078 -2.07482 -0.15
C 2.38075 -4.97372 -0.31032 -0.12
H 4.42425 4.73488 1.17158 0.15
N 3.85265 1.86168 -0.44632 -0.10
C -2.01555 -3.20512 -2.71382 -0.11
C 2.94515 5.54648 5.22568 -0.35
H 2.77085 -4.63482 -1.26892 0.08
H 0.51785 -4.03182 -4.79532 0.11
H -1.96815 -1.65062 3.59548 0.13
Bi 2.32555 1.16938 1.38558 1.37
C -1.34445 -3.81402 -3.76332 -0.06
N 3.09855 3.26098 1.75068 -0.23
H -7.80955 -3.73662 -0.09652 0.11
C -4.34025 -2.09792 -0.37092 -0.36
H 3.78795 -3.49602 1.77078 0.09
C -0.00685 -2.03602 -2.12982 -0.19
C -1.87005 -2.22042 1.52648 -0.34
C 5.32775 1.50238 -2.27762 -0.01
H 3.93245 5.16268 4.98988 0.04
C -2.68265 4.61368 -0.33402 -0.06
C -3.24705 2.27598 1.04308 -0.14
H 6.67525 3.11308 -2.73942 0.13
C 3.25135 -2.56242 1.91998 -0.37
H 0.00825 -0.52052 2.88298 0.00
H -0.85525 -2.60542 1.50268 0.03
C -0.22265 1.27708 -1.61622 -0.37
H 0.51605 -1.31052 -1.52322 0.05
C 2.41325 -2.58932 3.18108 -0.11
C -1.29945 1.14738 -2.47062 -0.17
H -3.55945 -4.08762 -0.18862 0.10
C -1.96125 2.51778 0.58698 -0.37
H -2.25665 0.78418 -2.10922 0.05
C 3.97725 3.78058 0.92798 -0.03
H -2.02095 1.40008 -4.46462 0.12
C 0.02895 1.99398 -4.27562 -0.05
H 3.21945 -5.19372 0.34888 0.07
H -5.77955 -5.12932 -0.00362 0.11
H 2.03185 2.55598 -3.77012 0.11
C -5.47615 -1.31302 -0.44572 -0.13
H 3.97815 -1.74912 1.95538 0.07
C 2.07505 3.36748 3.78308 -1.10
H 3.06935 -2.68392 4.04338 0.09
H 5.67735 0.85688 -3.06772 0.12
H -5.39105 -0.24152 -0.57922 0.09
H -1.87605 -4.49032 -4.41582 0.11
H -2.56445 -3.04202 1.69658 0.06
C -2.02875 -1.16632 2.61418 -0.36
H -3.48455 1.35818 1.56928 0.08
H 1.71415 -2.44172 -3.33872 0.11
C 5.89575 2.76398 -2.08152 -0.01
H -0.67515 3.88858 -0.45992 0.10
C 0.66965 -2.66002 -3.16342 -0.08
H 3.84585 0.12618 -1.53262 0.12
H 1.79755 1.94818 -1.38702 0.03
C -0.00135 -3.55352 -3.98092 -0.06
C -0.95495 -0.10892 2.58588 -0.36
C -5.69885 -4.06032 -0.12422 -0.06
H -3.06745 -3.40342 -2.55762 0.09
H 2.62645 6.28118 4.49328 0.04
H 0.12745 2.27428 -5.31112 0.11
H 1.10575 -4.22242 1.28418 0.09
C -3.96965 4.36348 0.10768 -0.06
H -7.61335 -1.29632 -0.39772 0.11
H 1.72395 -3.43142 3.19348 0.08
H 1.84145 -5.90252 -0.48142 0.09
S 1.79035 4.15518 5.28378 0.92
N 2.83155 3.90318 2.87818 -0.07
O 1.23235 -1.30872 0.70728 -0.81
C -1.67745 3.69208 -0.09652 -0.13
H 1.84245 -1.66882 3.29258 0.04
C 1.44415 -3.94322 0.28818 -0.37
H 0.58385 -3.77362 -0.35922 0.07
C -1.17595 1.50158 -3.80282 -0.05
H -2.46935 5.51588 -0.88552 0.11
C 4.42135 3.06158 -0.21462 -0.27
C 4.31985 1.09448 -1.43022 -0.13
H -3.02375 -0.71192 2.54858 0.10
C -6.72505 -1.90632 -0.34652 -0.07
C -6.83835 -3.27522 -0.18072 -0.06
C -4.24855 3.20488 0.81268 -0.06
H -5.24995 3.01398 1.16488 0.11
C 1.09905 2.15018 -3.41192 -0.06
C -4.44975 -3.47252 -0.22262 -0.15
H -4.75845 5.06828 -0.09992 0.11
Sb -2.35775 -1.22032 -0.32692 1.55
S 1.31205 1.81648 3.65318 0.49
S 2.29965 -2.32282 0.35528 0.92
Sb -0.49635 0.93318 0.60568 1.33
H 2.93275 5.97448 6.22528 0.05
```

HOMO-LUMO gap	6.108	eV
E_tot	-99078.595	eV
relative energy (zero: lowest compared OMol25 entry of this formula, charge and spin)	30.9	kcal/mol
total charge	+2
HOMO	-12.6	eV

# 3
2 unconnected molecules or ions with the total composition C11H17FNO2S in a non-equilibrium geometry, computed with ωB97M-V with the def2-TZVPD basis set.

XYZ file:
```
33
Properties=species:S:1:pos:R:3:lowdin_charge:R:1
H -0.90265 -2.72049 -0.47350 0.06
H 0.63308 3.01672 -2.26281 0.13
H -3.64221 -3.05458 -1.82872 0.07
C 3.12138 -1.06239 3.17135 -0.05
H 1.32362 1.55982 1.78156 0.12
C -0.63098 0.90533 -1.62064 -0.44
C -0.83409 -2.66226 -1.56410 -0.22
C -0.07335 4.29472 -0.67636 -0.06
H -2.55085 0.31523 -0.46470 0.15
O 0.23211 0.56506 -2.41704 0.13
H 0.78118 4.96034 -0.67375 0.09
H 0.15817 -2.34221 -1.89956 0.08
S -1.99250 -1.42401 -2.21772 1.14
H -4.36614 -1.43719 -2.02874 0.07
C 1.73134 0.54872 2.06194 -0.18
H 3.31233 1.16273 3.38645 0.10
H 3.92259 -1.28738 3.84664 0.10
N 1.23771 -0.47453 1.48956 0.00
H 1.17554 2.54324 -0.61238 0.13
H -0.45702 4.23856 0.34452 0.09
H -1.13338 -3.59717 -2.04365 0.07
H -0.84647 4.74270 -1.30284 0.09
C 0.35166 2.96085 -1.20997 -0.21
C -3.56110 -2.00137 -1.54113 -0.26
H 2.66873 -3.19117 2.67863 0.10
H -3.61726 -1.87797 -0.45284 0.08
O -0.82355 2.13762 -1.09002 0.01
C 2.44216 -2.13971 2.55520 -0.05
F -1.01335 -0.65903 0.15075 0.04
H 0.74997 -2.49921 1.13262 0.08
C -1.58044 -0.03532 -0.84582 -0.30
C 1.38456 -1.79720 1.67706 -0.11
C 2.79923 0.31158 2.95002 -0.03
```

HOMO-LUMO gap	8.160	eV
E_tot	-30811.835	eV
total charge	+1
HOMO	-11.5	eV

# 4
A molecular structure, C4H6F10NNbOPZr in a non-equilibrium geometry, computed with ωB97M-V with the def2-TZVPD basis set.

XYZ file:
```
25
Properties=species:S:1:pos:R:3:lowdin_charge:R:1
F -2.78352 -0.27956 -1.83369 -0.62
F -1.81341 -1.59460 1.35164 0.14
Zr -4.11343 1.20216 -2.86737 1.59
N 1.18662 2.03382 -0.35179 -0.06
F 1.54304 -3.44510 0.36472 0.21
C 0.50055 -0.91990 1.31773 -0.39
F 0.45366 0.30912 1.90298 0.09
F 1.51206 -0.75559 -0.86913 0.06
Nb -2.20413 0.54964 -0.10303 1.34
C -0.83635 -1.14265 0.55560 -0.47
F -0.67494 -2.00281 -0.46288 0.11
F 3.28877 -2.55372 -0.52123 0.23
H -1.98414 1.67036 1.26131 -0.03
H -0.41984 3.85505 -1.47317 0.14
F 2.70515 -0.19636 0.90034 0.16
P -0.01327 1.67915 -1.34187 0.97
F 0.55329 -1.82201 2.30568 0.20
H 1.10289 2.88788 0.20804 0.13
H -3.71348 -0.02980 0.57931 0.04
F 3.13186 -2.63235 1.61608 0.25
O -0.56826 3.00410 -1.94093 -0.21
H 2.15913 1.87890 -0.63812 0.13
C 2.46414 -2.50595 0.50414 -0.60
H -3.26951 1.90290 -0.91385 -0.12
C 1.79313 -1.09267 0.44946 -0.29
```

HOMO-LUMO gap	4.902	eV
E_tot	-47036.444	eV
total charge	+3
HOMO	-19.6	eV

# 5
2 unconnected molecules or ions with the total composition C4H11NO2 in a non-equilibrium geometry, computed with ωB97M-V with the def2-TZVPD basis set.

XYZ file:
```
18
Properties=species:S:1:pos:R:3:lowdin_charge:R:1
H 2.07131 -1.01077 0.36135 0.14
H 3.50534 -2.56465 1.86776 0.08
C 0.85332 0.37510 1.22047 -0.23
C 4.05531 -1.61742 1.73775 -0.01
H 0.36871 -0.02232 2.13297 0.12
O 10.38957 1.38565 5.45343 -0.09
O 3.26156 0.32366 2.92642 0.04
H 0.36969 0.66835 -0.79577 0.08
C 0.00000 0.00000 0.00000 -0.09
H 1.01296 1.46033 1.36961 0.13
H -1.06910 0.21216 0.16917 0.08
H 0.10176 -1.04378 -0.34173 0.08
H 9.67045 0.96737 4.92792 0.05
C 3.04142 -0.47708 2.03028 -0.57
H 10.17345 2.34562 5.44951 0.05
H 4.88083 -1.58674 2.46863 0.08
N 2.09312 -0.35206 1.14375 0.02
H 4.48403 -1.59613 0.72170 0.08
```

HOMO-LUMO gap	10.306	eV
E_tot	-9911.479	eV
SMILES string	CCNC(C)=O.O
relative energy (zero: lowest compared OMol25 entry of this formula, charge and spin)	17.6	kcal/mol
total charge	0
HOMO	-9.5	eV

# 6
5 unconnected molecules or ions with the total composition C39H72BN6O14S2 in a non-equilibrium geometry, computed with ωB97M-V with the def2-TZVPD basis set.

XYZ file:
```
134
Properties=species:S:1:pos:R:3:lowdin_charge:R:1
C -2.31338 8.94328 -5.90516 -0.07
H 10.71924 -1.54431 1.76014 0.08
C -2.85554 -1.35049 -5.67571 -0.08
H -3.00675 3.44198 -1.87124 0.13
C 4.26912 1.90951 7.66509 -0.06
H -1.49552 -7.53318 -0.50710 0.08
O 3.24316 4.26973 9.34911 0.12
H -1.90775 -6.98244 -2.16048 0.08
C -3.67034 8.53504 -5.36823 -0.21
H 0.31630 1.70384 3.20981 0.10
C -3.53166 6.20027 -5.53165 -0.60
H -3.42348 3.72016 -4.83755 0.08
O 7.58758 -3.87826 2.03188 0.13
C 4.99293 -3.83834 1.54593 -0.05
C -6.68038 -0.55302 -2.01089 -0.21
S -0.08765 -2.68499 -1.91254 0.69
H 5.19373 -4.74702 2.11424 0.10
H 4.11557 -1.00614 7.33716 0.12
H 4.67034 5.10923 11.54294 0.10
H -3.41001 -0.94006 -6.56715 0.15
H -3.09764 2.37361 2.60103 0.11
C -2.08630 -1.02268 2.41882 -0.08
O 3.43557 3.44879 11.44995 0.00
H 2.17698 -5.77970 -3.49658 0.12
C -2.68131 0.23167 3.00762 -0.06
H -2.01479 9.91168 -5.50168 0.08
C 8.90256 -1.70516 2.91242 -0.21
H -4.13755 0.76209 -1.10068 0.14
O 2.96889 -0.18068 5.87469 0.00
O 7.48064 -1.72186 2.72086 0.03
C 0.63402 0.69224 3.45801 -0.05
C -0.39023 -5.71425 -1.21187 -0.25
C 3.69488 4.77798 11.90143 -0.04
H 3.92063 -3.64725 1.56764 0.09
H 3.52674 -5.18893 -1.15811 0.08
C -1.47807 -1.88534 -6.21283 -0.21
C -6.79839 -1.72835 -0.97021 -0.28
H 1.87055 1.71293 -4.51878 0.11
N 0.28696 -5.35090 -2.47738 -0.24
H 3.71100 4.75974 12.98975 0.09
H -3.14076 0.25946 4.02011 0.11
C 3.26179 3.34987 10.12671 -0.60
H -1.06520 -1.22085 -7.01091 0.11
H 3.00966 -3.89499 -2.32351 0.08
H 0.54978 0.63214 -3.94291 0.09
H 3.88300 -2.48156 4.66957 0.07
C 1.73512 -5.66578 -2.47203 -0.22
O 1.60515 0.78602 4.50053 0.01
H 4.91676 -2.94216 6.02688 0.09
C -2.00557 2.65682 -0.02555 -0.13
H 5.21051 -1.43409 5.13324 0.08
H -4.40599 9.29741 -5.62597 0.12
H -6.33305 0.40831 -1.55714 0.10
H -2.15936 3.54935 0.64293 0.12
H 0.33614 2.42915 -3.93864 0.10
H -7.72470 -0.36085 -2.38775 0.12
H -2.12398 -1.94679 3.03370 0.10
O 5.64965 -2.71124 2.12146 -0.01
H -1.64109 -2.88981 -6.69215 0.10
H -0.53973 -1.40245 -4.22642 0.02
C -4.27190 -1.26286 -2.86599 -0.07
H 0.61068 -1.80072 -5.56651 0.09
N -2.75288 -0.26515 -4.69184 0.03
C 6.97115 -2.87298 2.27363 -0.60
H -4.01535 -2.29626 -3.20614 0.13
C 1.99301 -0.39830 4.98752 -0.59
B -1.15209 1.47944 -5.91775 -0.53
H 5.05104 1.29609 8.12007 0.08
C -3.41663 3.91934 -5.91013 -0.05
H -4.17978 -1.21124 -1.75221 0.12
H 2.17525 2.37693 7.99662 0.13
H -2.33737 9.00473 -6.99502 0.08
H 2.63077 0.72550 8.36818 0.11
H -0.99488 2.69383 -0.50651 0.12
H -4.09693 3.06818 -0.50500 0.14
C -0.37091 -2.07421 -5.10062 -0.49
H 9.30391 -0.77486 1.01035 0.08
C -2.07529 0.93057 -4.71248 -0.09
S -0.29525 -3.85890 -4.69499 0.91
H 2.91421 5.46567 11.57584 0.10
H 9.46638 -2.52198 0.98742 0.07
C 3.53230 -1.35230 6.48261 -0.21
H 2.07455 -4.17519 -0.80230 0.05
H -0.34349 -7.85477 -1.95697 0.07
C 2.96836 1.76076 8.42689 -0.21
C 0.00813 -4.01920 -2.90076 -1.01
N -3.37284 -0.24156 -3.46933 0.01
H 1.09347 0.24897 2.57288 0.10
H -1.54605 8.21381 -5.64341 0.07
H -3.66701 8.45359 -4.27873 0.12
H 4.62493 2.94048 7.68105 0.08
C 2.63506 -4.69153 -1.61900 -0.11
O -4.04992 5.16215 -6.20133 0.02
H -2.39750 3.91951 -6.29303 0.09
O 3.13221 2.05520 9.82074 0.04
O -4.12969 7.31161 -5.96144 0.04
H 5.30506 -3.95809 0.50712 0.09
H 4.14337 1.60986 6.62690 0.07
O -1.78274 1.85174 -7.14450 0.11
C -2.02491 1.37770 0.88137 -0.22
O 0.23096 1.57646 -5.86532 0.05
H -7.02013 -2.71145 -1.46351 0.12
N -3.53067 1.37869 -1.64372 0.09
C -3.19730 2.68925 -1.06471 -0.14
H -6.24535 -1.70489 -3.85046 0.11
H -3.48691 -2.20009 -5.30935 0.13
H 9.12358 -0.81445 3.50157 0.12
O -2.66298 6.13368 -4.69754 0.12
C -1.40501 0.15734 0.31270 -0.05
C 9.64493 -1.63299 1.59337 -0.07
H -0.94720 0.20408 -0.70628 0.09
O 1.54788 -1.47156 4.66585 0.12
C 0.75944 1.56816 -4.51926 -0.06
H -5.86974 -1.73829 -0.34784 0.11
H -1.26250 -5.03966 -1.00370 0.10
H -5.72851 0.05386 -3.88133 0.12
H -1.00012 -1.99085 0.72596 0.06
H 2.74201 -1.99537 6.87757 0.13
C -2.63727 1.44057 2.20133 -0.05
C -1.45567 -1.06049 1.12379 -0.09
H 9.21786 -2.56513 3.50786 0.13
H 0.28129 -5.77463 -0.32090 0.12
C 4.43825 -2.09885 5.52561 -0.06
H -7.90133 -2.05357 0.73902 0.07
C -5.77712 -0.88069 -3.25873 -0.16
C -1.04504 -7.15011 -1.45361 -0.08
H -8.81569 -1.59020 -0.57641 0.07
H -3.97410 3.12962 -6.41115 0.10
N -2.25412 1.71944 -3.60876 0.22
N -7.94627 -1.42505 -0.06273 -0.03
H -0.24476 0.12425 3.74823 0.06
H -1.32455 1.31049 -7.81999 0.12
H 1.82746 -6.68489 -1.99899 0.12
C -3.11057 0.92338 -2.81662 -0.27
```

HOMO-LUMO gap	8.472	eV
E_tot	-101557.681	eV
total charge	+1
HOMO	-11.2	eV

- Which value of total charge does entry 3 give?
  +1

- total charge of number 4 (C4H6F10NNbOPZr)?
  +3

- The highest HOMO-LUMO gap belongs to which entry?
  C5H11N3

- What is the HOMO-LUMO gap in the fifth record?
  10.306 eV